Computed, not measured: an isolated molecule of C7H17N3 at a distorted geometry, with ωB97M-V/def2-TZVPD.

As for the HOMO energy (alpha / beta): -7.9 / -8.2 eV. The calculation puts the energy relative to the best compared isomer or geometry (same formula, charge and spin) at 6.616 eV. The calculation puts the HOMO-LUMO gap (alpha / beta) at 0.3096 / 0.3251 Eh. The value obtained for the total energy is -11999.0218 eV.

Atoms and positions in Å:
1 C 3.7286 0.2367 -0.4277
2 C -1.8803 -1.5640 -0.9990
3 C -1.2625 -1.5949 1.3738
4 C -2.4016 2.3398 -0.4839
5 C 2.2282 0.6927 -0.3529
6 C 1.5219 0.2114 0.9163
7 C -0.8659 -1.0487 -0.0057
8 N -2.1249 0.9316 -0.4609
9 N 0.3155 0.9901 0.8287
10 N -0.8072 0.4718 0.1064
11 H 4.3332 0.9237 0.1306
12 H 4.1570 0.2565 -1.4543
13 H 3.9997 -0.7446 -0.0404
14 H -1.4054 -2.2340 -1.5955
15 H -2.2345 -0.8115 -1.6113
16 H -2.8440 -2.0435 -0.6218
17 H -0.6235 -1.1670 2.1394
18 H -1.1319 -2.6465 1.3293
19 H -2.2980 -1.2304 1.6328
20 H -2.7442 2.6012 0.5380
21 H -1.5606 2.8172 -0.7641
22 H -3.2568 2.3617 -1.2042
23 H 2.2468 1.7703 -0.3100
24 H 1.5682 0.3081 -1.0767
25 H 1.8305 0.5515 1.9184
26 H 1.3706 -0.9424 0.8276
27 H 0.1409 -1.4368 -0.3331

Atoms 1-6, force components in eV/Å:
C -0.25 -0.05 -1.20
C -1.84 -0.18 1.62
C -0.11 1.92 0.11
C -2.83 -2.48 1.56
C 2.87 -0.71 2.02
C -1.24 -1.52 -0.40